# 1
DFT (ωB97M-V/def2-TZVPD) results for a molecular structure, C25H39GeN5O4PSSr.

## Properties
net charge: -1
relative energy (zero: lowest compared OMol25 entry of this formula, charge and spin): 0.0 kJ/mol
HOMO energy: -4.91 eV
Kohn-Sham gap: 7.638 eV
LUMO energy: 2.72 eV
multiplicity: 1

Structure (XYZ):
```
77
Properties=species:S:1:pos:R:3:forces:R:3:lowdin_charge:R:1
Sr 0.09526 -0.30258 -0.07658 0.352 0.029 -0.061 1.220
C 2.43670 -1.62580 3.08078 0.003 -0.012 -0.003 -0.016
C 1.56140 -2.14737 1.98024 -0.105 -0.049 0.121 -0.351
N 1.95044 -2.44459 0.80078 0.097 -0.019 0.038 -0.003
N 3.31974 -2.46957 0.60371 -0.114 0.036 -0.034 -0.040
C 3.82538 -1.54462 -0.14149 0.096 -0.045 0.070 -0.949
N 5.20235 -1.65199 -0.35724 -0.056 0.001 -0.045 0.015
S 3.05276 -0.15382 -0.81620 -0.114 0.050 -0.037 0.456
C 0.09750 -2.31156 2.23979 -0.032 -0.015 -0.055 -0.300
C -0.51792 -3.54905 2.10009 -0.010 0.019 -0.064 -0.005
C -1.88495 -3.63281 2.29448 -0.014 -0.006 -0.007 -0.047
C -2.58791 -2.48914 2.63595 -0.004 0.022 0.010 -0.056
C -1.89256 -1.29730 2.74836 -0.024 0.001 -0.114 -0.129
N -0.57824 -1.19914 2.54877 0.109 -0.028 0.073 0.073
H 2.58596 -0.55214 2.94316 0.016 -0.003 0.003 0.093
H 3.41533 -2.10097 3.02956 -0.003 -0.020 -0.009 0.073
H 1.97672 -1.78309 4.05531 0.004 -0.003 0.001 0.076
H 5.53979 -2.60066 -0.28522 0.006 0.005 0.002 0.067
H 5.50537 -1.16230 -1.18335 -0.002 0.002 0.011 0.044
H 0.07214 -4.40455 1.80277 -0.005 -0.003 0.008 0.118
H -2.40211 -4.57275 2.15374 -0.003 0.001 0.002 0.112
H -3.66057 -2.50539 2.76772 -0.002 -0.011 -0.006 0.109
H -2.40948 -0.36935 2.96591 0.009 0.017 0.008 0.117
O -1.03829 4.08250 0.40343 0.100 0.044 -0.032 -0.046
C -0.80471 2.76291 -0.15107 -0.222 -0.042 0.030 -0.741
O -0.09354 2.00890 0.70039 -0.046 -0.198 -0.154 -0.319
C -2.20154 2.11434 -0.34546 -0.168 -0.020 -0.041 -0.185
C -3.42688 2.74728 -0.19135 0.005 0.058 0.002 -0.016
C -4.58374 1.97933 -0.25424 -0.010 -0.001 -0.008 -0.056
C -4.50438 0.60695 -0.43753 0.000 -0.009 -0.005 -0.010
C -3.24390 0.04232 -0.58229 -0.091 0.123 0.010 -0.195
N -2.15552 0.80265 -0.57521 0.260 -0.124 0.134 0.061
C -3.03124 -1.48212 -0.67636 0.044 0.048 -0.137 -0.676
O -4.04732 -2.17384 -0.76594 -0.029 -0.050 0.042 -0.001
O -1.82091 -1.86578 -0.65105 0.042 0.197 0.127 -0.189
H -0.65264 3.98236 1.28167 0.011 -0.001 0.037 0.092
H -3.45975 3.80988 0.00328 0.014 0.001 0.000 0.108
H -5.55074 2.45466 -0.13269 -0.003 -0.003 0.000 0.100
H -5.37248 -0.03622 -0.45436 -0.001 -0.002 0.001 0.109
C -2.40954 4.06845 -3.46772 -0.034 0.022 0.014 -0.207
Ge -0.61600 4.36774 -2.72945 0.071 0.007 0.115 0.823
C -0.51957 6.13981 -1.90259 -0.057 -0.008 -0.026 -0.224
C 0.62247 4.36805 -4.25875 0.013 0.006 0.006 -0.218
C -0.09165 2.92183 -1.51123 -0.188 -0.061 -0.216 -0.190
H -2.64650 4.84267 -4.20025 -0.007 -0.003 -0.004 0.013
H -3.17014 4.08260 -2.68745 0.002 0.003 0.000 0.002
H -2.45879 3.09898 -3.96785 0.008 -0.010 0.007 0.007
H -0.72114 6.92249 -2.63671 -0.010 -0.006 -0.015 0.009
H 0.47462 6.30263 -1.48535 0.002 -0.017 0.014 0.019
H -1.23984 6.20254 -1.08865 0.024 0.014 -0.008 0.005
H 0.39418 5.20516 -4.92171 0.005 -0.002 -0.007 0.011
H 0.54424 3.44640 -4.83632 -0.003 -0.024 -0.002 -0.007
H 1.65600 4.46838 -3.92377 -0.004 0.000 0.013 0.018
H 0.97859 2.99108 -1.29904 -0.005 0.094 0.031 0.087
H -0.24349 1.99138 -2.07647 0.103 -0.021 0.014 0.031
C -2.32988 -0.93734 -5.30797 0.019 0.003 -0.017 -0.151
C -1.99143 -0.59606 -3.86018 -0.016 0.030 0.026 -0.407
P -0.22322 -0.68099 -3.34534 -0.033 -0.003 0.203 0.931
C 0.16824 -2.44416 -3.70769 -0.027 -0.033 -0.027 -0.410
C 1.49259 -2.91572 -3.10736 0.002 0.007 0.015 -0.159
C 0.57897 0.26458 -4.70889 0.019 -0.001 -0.034 -0.423
C 2.05436 0.57556 -4.46425 -0.014 0.001 0.004 -0.167
H -3.40931 -0.90389 -5.46850 -0.003 0.002 0.008 0.067
H -1.99150 -1.94064 -5.57224 0.001 -0.006 0.004 0.060
H -1.87182 -0.23624 -6.00775 -0.001 0.001 0.003 0.056
H -2.52399 -1.26238 -3.17859 -0.001 -0.017 -0.010 0.063
H -2.33482 0.41411 -3.61423 0.003 0.002 -0.012 0.065
H 0.13741 -2.63160 -4.78566 0.014 0.013 -0.005 0.070
H -0.65564 -3.00554 -3.25606 0.007 -0.005 0.007 0.080
H 2.34425 -2.36377 -3.50689 -0.003 0.006 -0.006 0.052
H 1.65004 -3.97685 -3.31242 0.004 -0.003 -0.006 0.066
H 1.51076 -2.77769 -2.02492 -0.008 -0.006 -0.001 0.040
H 0.00868 1.19766 -4.77382 0.009 0.030 0.003 0.055
H 0.44225 -0.24948 -5.66498 0.009 -0.011 0.003 0.072
H 2.21531 0.99205 -3.46930 -0.013 0.014 -0.008 0.028
H 2.42928 1.28960 -5.20078 0.004 -0.007 -0.012 0.064
H 2.66702 -0.32427 -4.52752 0.000 -0.002 0.010 0.054
```
Positions in Å, forces in eV/Å.



# 2
DFT (ωB97M-V/def2-TZVPD) results for a molecular structure, C25H39InNO18S at a distorted geometry.

## Properties
net charge: -1
HOMO energy: -5.03 eV
Kohn-Sham gap: 6.778 eV
LUMO energy: 1.75 eV
multiplicity: 1

Structure (XYZ):
```
85
Properties=species:S:1:pos:R:3:forces:R:3:lowdin_charge:R:1
S 4.80709 -1.48029 -1.84580 -0.180 0.778 0.411 0.428
C 3.52089 -0.51198 -2.17063 0.918 -1.467 -0.995 -1.022
N 2.56457 -0.04757 -2.67729 -0.119 0.825 0.543 -0.093
In 0.79774 -1.12376 -1.94225 -1.590 -0.704 0.339 0.295
H 0.10299 -0.16222 -0.58829 0.281 0.119 -0.232 -0.141
H 1.15342 -2.74501 -1.34477 0.349 0.439 -0.198 -0.113
H -0.36720 -1.23311 -3.30607 0.433 0.265 0.150 -0.138
C -0.47659 4.23281 -5.78078 -0.233 0.283 0.198 -0.025
C -0.66533 2.91502 -5.07048 0.272 0.519 -0.344 -0.331
C -1.34604 1.85066 -5.89167 0.185 -0.328 -0.122 -0.099
O -1.94668 1.03705 -4.88273 -0.169 0.252 0.055 0.047
C -2.17809 1.83492 -3.81294 0.106 -0.111 0.167 -0.555
O -2.82720 1.52686 -2.86651 -0.118 0.017 -0.053 0.143
O -1.57326 3.04264 -3.96666 -0.083 -0.355 -0.035 0.086
H -0.13548 4.99606 -5.08074 0.118 -0.072 -0.008 0.086
H 0.25580 4.13892 -6.58308 0.017 -0.060 0.037 0.088
H -1.41831 4.58869 -6.20442 -0.009 -0.095 -0.029 0.085
H 0.29129 2.56121 -4.67560 -0.059 -0.118 0.002 0.166
H -0.65016 1.26857 -6.49278 -0.059 -0.166 0.146 0.141
H -2.13754 2.24420 -6.53696 0.058 0.147 0.033 0.135
C 3.73106 -5.77817 1.28711 0.232 0.336 0.184 -0.014
C 2.30430 -6.14963 0.97411 0.701 0.192 0.128 -0.333
C 2.15529 -7.36594 0.09871 -0.185 -0.349 0.080 -0.102
O 0.89383 -7.12537 -0.53612 0.078 0.127 0.023 0.049
C 0.72264 -5.76868 -0.57847 0.047 0.376 -0.073 -0.565
O -0.12530 -5.21566 -1.19316 -0.190 -0.271 -0.012 0.146
O 1.66212 -5.14541 0.17636 -0.308 -0.396 -0.028 0.066
H 3.77157 -4.80278 1.77697 -0.080 -0.025 -0.007 0.094
H 4.18861 -6.53372 1.94486 -0.371 0.835 -0.740 0.046
H 4.32534 -5.69519 0.37494 -0.077 -0.045 -0.029 0.098
H 1.73074 -6.25404 1.90171 -0.061 -0.100 -0.055 0.152
H 2.13240 -8.29547 0.66490 -0.161 -0.003 -0.068 0.131
H 2.92464 -7.43483 -0.67452 0.086 0.127 0.091 0.140
C 1.43530 2.96893 0.00598 0.278 0.568 0.280 -0.016
C 1.45754 2.24917 1.32834 0.021 0.056 -0.892 -0.319
C 0.13436 2.21264 2.03618 -0.297 -0.321 0.028 -0.089
O 0.53647 2.10015 3.41437 0.167 0.174 0.047 0.056
C 1.76054 2.67431 3.51811 0.100 0.056 -0.141 -0.576
O 2.30534 2.91531 4.55192 -0.042 0.030 0.088 0.133
O 2.27689 2.94463 2.29793 -0.215 -0.172 0.447 0.084
H 2.45088 3.10092 -0.37285 -0.012 -0.208 -0.044 0.098
H 0.85793 2.40698 -0.72759 0.013 -0.076 0.062 0.077
H 1.00153 3.97294 0.10000 0.303 -0.984 0.162 0.039
H 1.86913 1.24361 1.20484 -0.063 -0.013 0.115 0.153
H -0.47864 1.36475 1.73797 0.083 -0.078 0.163 0.128
H -0.44198 3.13352 1.92055 0.125 0.060 -0.088 0.129
C -5.53469 2.41497 -1.64258 -0.077 0.456 -0.142 -0.022
C -6.96833 2.08136 -1.96796 0.732 0.072 0.305 -0.332
C -7.13986 0.88061 -2.85895 -0.107 -0.311 0.055 -0.089
O -8.39484 1.16276 -3.49860 0.030 0.203 0.007 0.058
C -8.53298 2.51281 -3.52624 0.044 0.109 -0.027 -0.567
O -9.36962 3.09221 -4.14116 -0.055 -0.007 -0.032 0.152
O -7.58522 3.11249 -2.76169 -0.339 -0.285 -0.119 0.083
H -5.47305 3.38088 -1.13885 -0.065 -0.078 0.122 0.089
H -5.09378 1.65495 -0.99883 -0.001 -0.029 -0.056 0.098
H -4.93433 2.49225 -2.54596 0.003 -0.136 0.016 0.067
H -7.55062 1.98051 -1.04616 -0.107 -0.057 -0.088 0.156
H -7.18937 -0.05478 -2.30590 -0.187 -0.007 -0.089 0.140
H -6.36869 0.80165 -3.62824 0.080 0.107 0.093 0.143
C 4.21113 -8.35765 7.26514 0.348 -0.188 -0.065 -0.023
C 3.80105 -7.76795 5.93839 0.103 -0.179 0.648 -0.331
C 2.54238 -8.35411 5.35373 -0.351 0.172 -0.007 -0.092
O 2.73986 -8.13922 3.95167 0.183 -0.028 0.022 0.065
C 4.07863 -8.11717 3.73702 0.209 -0.237 -0.023 -0.545
O 4.58454 -8.13208 2.66085 0.135 -0.802 0.492 0.142
O 4.75850 -8.07354 4.91093 -0.296 0.101 -0.259 0.095
H 5.20618 -8.01106 7.54432 -0.070 0.111 0.035 0.088
H 3.50807 -8.07477 8.04870 -0.016 0.048 -0.047 0.091
H 4.25826 -9.44684 7.21202 -0.084 0.014 -0.051 0.089
H 3.73348 -6.67903 6.01672 -0.064 -0.011 -0.092 0.163
H 1.64036 -7.85279 5.69850 -0.018 0.053 -0.216 0.142
H 2.44501 -9.42865 5.52806 0.121 0.015 0.086 0.140
C 0.01758 9.39332 1.09643 0.197 0.096 -0.320 -0.026
C -0.48571 7.98406 0.90234 0.177 0.599 0.140 -0.338
C 0.06631 6.98176 1.88294 -0.137 -0.157 0.294 -0.090
O -0.01904 5.76263 1.13958 -0.055 0.173 -0.159 0.050
C 0.06198 6.08808 -0.17851 -0.019 0.048 -0.355 -0.538
O 0.20473 5.30620 -1.05994 -0.335 0.704 -0.165 0.162
O -0.03707 7.43685 -0.34636 -0.075 -0.306 0.193 0.088
H -0.28701 10.02479 0.26142 -0.113 -0.001 0.066 0.086
H -0.37251 9.82064 2.02054 -0.038 -0.051 -0.005 0.089
H 1.10803 9.41808 1.13112 -0.015 -0.084 0.057 0.090
H -1.58010 7.97366 0.89623 0.012 -0.100 0.032 0.159
H -0.51786 6.91718 2.79885 -0.025 -0.210 -0.064 0.141
H 1.11418 7.15829 2.13774 -0.016 0.123 -0.069 0.144
```
Positions in Å, forces in eV/Å.



# 3
DFT (ωB97M-V/def2-TZVPD) results for a molecular structure, C25H39N5O2OsPS3 at a distorted geometry.

## Properties
net charge: +2
relative energy (zero: lowest compared OMol25 entry of this formula, charge and spin): 260.0 kJ/mol
HOMO energy (spin up / spin down): -13.42 / -13.64 eV
Kohn-Sham gap (spin up / spin down): 6.392 / 6.468 eV
LUMO energy (spin up / spin down): -7.03 / -7.17 eV
multiplicity: 2

Structure (XYZ):
```
76
Properties=species:S:1:pos:R:3:forces:R:3:lowdin_spin:R:1
Os 0.44976 0.22307 -0.33331 -2.714 -0.324 -0.777 0.739
N 3.24389 0.40253 -0.35529 -0.153 0.054 0.189 0.047
N 3.70612 1.64934 -0.75157 0.165 0.155 0.044 0.002
C 2.88034 2.53924 -1.29641 -0.096 -0.066 -0.119 0.020
N 3.36947 3.73753 -1.60248 -0.066 -0.003 -0.131 0.009
S 1.21814 2.24026 -1.57198 0.367 -0.340 0.151 0.078
H 3.59219 0.18828 0.57307 0.018 0.033 0.042 0.000
H 3.57020 -0.32299 -0.98885 -0.006 0.013 -0.034 0.000
H 4.68859 1.86557 -0.64828 0.006 -0.001 0.074 0.001
H 4.35129 3.95974 -1.54874 -0.003 0.008 0.027 0.001
H 2.75272 4.41853 -2.01514 0.054 0.008 -0.060 0.001
C -4.58007 2.56317 2.46073 0.099 -0.068 0.004 0.000
C -3.23486 3.19463 2.70920 -0.133 0.018 0.021 0.000
O -2.19391 2.15805 2.60899 0.003 -0.029 0.018 0.001
P -1.01240 2.29187 1.60105 -0.217 0.482 0.064 0.007
S 0.30986 0.81533 1.98706 0.111 -0.787 -0.722 0.008
S -1.57081 2.15182 -0.30582 1.445 -0.824 0.280 0.005
O -0.40695 3.69634 1.97915 -0.013 -0.051 0.096 0.000
C 0.80307 4.23620 1.39980 0.131 0.175 0.012 0.000
C 1.24055 5.41261 2.23851 -0.112 -0.035 -0.010 0.000
H -5.36468 3.28766 2.67939 0.001 -0.006 -0.024 0.000
H -4.71285 1.70298 3.11759 -0.052 0.029 0.003 0.000
H -4.67406 2.24146 1.42333 -0.011 0.001 0.019 0.000
H -3.15385 3.59576 3.71590 0.074 0.000 0.005 0.000
H -3.02054 3.98992 1.99515 0.021 0.011 0.013 0.000
H 0.58707 4.53509 0.37323 -0.035 -0.080 -0.030 0.000
H 1.56506 3.45299 1.39564 -0.039 -0.059 -0.004 0.000
H 0.52148 6.22664 2.16066 0.025 0.016 0.030 0.000
H 2.21041 5.76814 1.88931 -0.021 0.028 -0.003 0.000
H 1.33155 5.12443 3.28471 0.039 -0.001 -0.005 0.000
C -3.29541 -1.17089 1.43310 -0.066 -0.023 -0.109 0.000
C -3.57747 -0.59174 0.07072 0.162 -0.096 0.168 -0.002
C -4.82489 -0.04932 -0.22119 0.001 -0.030 0.049 0.000
C -5.08798 0.51860 -1.45447 -0.008 0.012 0.012 -0.002
C -4.09132 0.57379 -2.41785 -0.017 0.059 -0.012 0.000
C -2.83210 0.05504 -2.16277 0.191 -0.310 -0.138 -0.001
C -1.74007 0.12305 -3.20059 -0.230 -0.075 0.047 0.005
C -2.60652 -0.55303 -0.92558 -0.470 -0.002 -0.305 -0.001
N -1.30798 -1.10888 -0.67429 0.981 1.505 0.813 0.000
C -1.13416 -2.37091 -0.64636 -0.160 -0.345 -0.062 0.026
C -2.19442 -3.38068 -0.92757 -0.055 0.018 -0.047 0.004
C 0.25126 -2.83233 -0.37434 -0.110 -0.311 0.032 0.024
C 0.50808 -4.27898 -0.12720 0.067 -0.064 -0.113 0.003
N 1.14995 -1.92760 -0.38574 0.686 1.585 0.664 0.010
C 2.53592 -2.30309 -0.25846 0.269 -0.363 -0.122 0.002
C 3.20760 -2.68440 -1.42540 -0.227 0.024 -0.069 0.000
C 2.49120 -2.75263 -2.75162 0.053 -0.049 0.082 0.001
C 4.54758 -3.04519 -1.32432 0.053 -0.010 -0.006 0.000
C 5.19839 -3.02869 -0.10187 0.022 0.045 -0.020 0.000
C 4.51350 -2.64493 1.04111 0.002 0.024 -0.007 0.000
C 3.17152 -2.28287 0.98697 -0.209 -0.061 0.052 0.001
C 2.42670 -1.91222 2.24041 0.054 -0.109 -0.074 0.000
H -3.89253 -0.65877 2.18566 0.024 -0.012 0.013 0.000
H -2.24451 -1.07103 1.70902 -0.028 0.020 0.048 0.000
H -3.56580 -2.22973 1.47574 0.030 0.005 0.019 0.000
H -5.59538 -0.08047 0.54015 0.006 0.023 -0.018 0.000
H -6.06655 0.93209 -1.65919 0.011 -0.014 -0.027 0.000
H -4.29150 1.02833 -3.38048 0.017 0.017 0.024 0.000
H -1.92546 0.94257 -3.89272 0.046 -0.024 -0.026 0.000
H -1.68430 -0.80250 -3.77880 0.031 0.015 -0.010 0.000
H -0.76102 0.28543 -2.74049 0.044 0.038 -0.076 0.005
H -3.12132 -2.90334 -1.22986 0.000 -0.012 0.003 0.000
H -2.38557 -3.98772 -0.03985 0.037 0.004 0.001 0.001
H -1.86934 -4.05794 -1.71966 0.037 -0.007 0.029 0.002
H -0.13765 -4.63421 0.67883 -0.028 0.028 -0.031 0.001
H 1.54428 -4.46108 0.14212 -0.011 0.001 0.003 0.000
H 0.27020 -4.87177 -1.01356 -0.031 0.013 0.018 0.001
H 1.71443 -1.99177 -2.84155 0.033 0.026 -0.053 0.001
H 2.01394 -3.72880 -2.87487 -0.022 0.028 -0.026 0.000
H 3.19087 -2.63329 -3.57653 -0.007 -0.002 0.003 0.000
H 5.07860 -3.36544 -2.21263 -0.025 0.042 -0.008 0.000
H 6.23655 -3.32682 -0.03937 -0.009 0.019 0.012 0.000
H 5.02035 -2.63654 1.99838 -0.023 -0.037 -0.005 0.000
H 3.03924 -2.10275 3.11892 -0.019 -0.002 0.005 0.000
H 1.50250 -2.48494 2.34174 -0.006 0.032 0.032 0.000
H 2.15380 -0.85781 2.24169 0.015 0.017 0.059 0.000
```
Positions in Å, forces in eV/Å.



| no. | E_tot (eV) |
| --- | --- |
| 1 | -119680.813 |
| 2 | -80913.212 |
| 3 | -82353.941 |